No. 1
Computed, not measured: a structure of composition BF2HNO4V at a distorted geometry, with wB97M-V/def2-TZVPD.

gap between HOMO and LUMO	3.01	eV
charge	0
lowest unoccupied orbital energy	-7.1	eV
highest occupied orbital energy	-10.09	eV

```
10
BF2HNO4V, DFT wB97M-V/def2-TZVPD
O -2.72319 1.89532 0.80514
N -1.94775 1.03239 0.38161
O -1.07765 1.67510 -0.43976
B 0.32617 1.38415 -0.06261
F 1.17451 2.03086 -1.13985
F 0.66790 -0.08749 -0.12755
H 0.64722 1.80005 0.98879
O 1.05711 -2.70021 1.53355
V 0.97759 -3.24346 -0.13525
O 0.89808 -3.78671 -1.80406
```

---

No. 2
Computed, not measured: a structure of composition C47H38AsF6IN9O6S2ScSi2 at a distorted geometry, with wB97M-V/def2-TZVPD.

gap between HOMO and LUMO (alpha / beta)	4.68 / 4.67	eV
charge	-2
lowest unoccupied orbital energy (alpha / beta)	3.1 / 3.1	eV
highest occupied orbital energy (alpha / beta)	-1.53 / -1.53	eV
energy relative to the best compared isomer or geometry (same formula, charge and spin)	48.0	kcal/mol

```
113
C47H38AsF6IN9O6S2ScSi2, DFT wB97M-V/def2-TZVPD
Sc -0.38993 0.15356 0.77769
C -6.74432 -0.38283 1.74815
C -6.83851 -0.40322 0.35626
C -5.72683 -0.64953 -0.43768
C -4.51624 -0.86817 0.19351
C -3.13866 -0.97510 -0.30810
N -2.80727 -1.17183 -1.53322
C -1.48853 -1.14564 -1.91629
C -0.93056 -1.92352 -2.94752
C -1.44418 -2.93586 -3.78284
C -0.58384 -3.62174 -4.59880
C 0.81196 -3.34687 -4.59340
C 1.34043 -2.36507 -3.79891
C 0.47107 -1.61922 -2.97384
C 0.65812 -0.60129 -2.03454
N 1.89630 0.07704 -1.79520
C 2.39733 -0.25285 -0.52226
N 1.67433 -0.70356 0.50098
C 2.53446 -0.82882 1.59296
N 2.19114 -1.08068 2.85559
C 0.96820 -1.18251 3.29258
N -0.21619 -1.15693 2.55507
C -1.24437 -1.19605 3.41430
N -2.56273 -1.15932 3.13834
C -2.99808 -1.00034 1.91059
N -2.26253 -0.97161 0.77467
C -4.42621 -0.86247 1.58758
C -5.53244 -0.62317 2.38127
C -0.75368 -1.26059 4.78289
C -1.40073 -1.22822 6.01303
C -0.62409 -1.19690 7.15748
C 0.77739 -1.19473 7.07572
C 1.42383 -1.22261 5.85364
C 0.64512 -1.25604 4.69950
C 3.85955 -0.48254 1.18866
C 5.08671 -0.39727 1.85905
C 6.18087 0.07166 1.16795
C 6.08865 0.45822 -0.18737
C 4.89366 0.37164 -0.86688
C 3.77501 -0.10530 -0.17331
N -0.50858 -0.35759 -1.35860
H -7.62251 -0.14366 2.33585
H -7.79405 -0.20132 -0.11381
H -5.78951 -0.62822 -1.51845
H -2.50338 -3.16666 -3.75800
H -0.95910 -4.41190 -5.23933
H 1.46694 -3.93549 -5.22645
H 2.40728 -2.18767 -3.75571
H -5.43169 -0.58543 3.45904
H -2.48297 -1.20859 6.05712
H -1.09822 -1.15109 8.13109
H 1.35760 -1.15255 7.99059
H 2.50425 -1.19245 5.78188
H 5.15787 -0.68286 2.90185
H 7.13721 0.15908 1.67135
H 6.97081 0.83820 -0.68993
H 4.80482 0.67807 -1.90138
C 0.93569 1.32661 -5.89451
Si 2.39250 1.43460 -4.68688
C 3.52684 2.85844 -5.26204
C 3.43879 -0.10163 -5.06800
As 2.16532 1.88580 -2.35469
Si 0.31353 3.30272 -2.54444
C -1.34436 2.48044 -3.06941
C 0.55853 4.55542 -1.14728
C 0.67825 4.47159 -4.00451
H 1.29141 1.20564 -6.92148
H 0.30498 2.21570 -5.85725
H 0.30396 0.46642 -5.65247
H 3.91680 2.71873 -6.27343
H 4.36994 2.92890 -4.56892
H 3.00170 3.81606 -5.22848
H 3.86287 -0.05063 -6.07420
H 2.83031 -1.00231 -5.00590
H 4.25876 -0.20213 -4.35056
H -1.98720 2.35833 -2.19470
H -1.16571 1.48343 -3.48030
H -2.87626 2.88758 -4.21356
H 0.06997 4.25949 -0.22470
H 0.18923 5.54357 -1.41602
H 1.63015 4.63244 -0.94502
H 0.55201 4.01842 -4.98640
H 1.70112 4.85040 -3.92427
H -0.01312 5.31431 -3.93810
F -1.99247 3.57102 3.28434
C -2.90816 2.69152 2.87095
F -2.66344 1.52789 3.45611
F -4.10903 3.11883 3.27478
S -2.89784 2.55948 1.02363
O -1.66625 1.79288 0.72677
O -4.11260 1.89685 0.65065
N -2.89268 4.08008 0.75810
S -3.08466 4.76508 -0.71439
O -2.01260 3.28138 -4.06326
O -2.98796 6.21464 -0.51459
C -4.99996 4.57406 -0.85577
F -5.50364 5.66223 -1.46939
F -5.35486 3.51489 -1.60794
F -5.60501 4.47209 0.32423
I 6.07029 5.10252 4.27678
C 4.43678 4.08484 3.41589
C 4.52891 3.65904 2.10155
C 3.44985 2.99122 1.53931
C 2.31523 2.74235 2.29977
C 2.24335 3.17444 3.61861
C 3.30603 3.86338 4.18544
C 1.16549 1.97604 1.72180
O 0.31211 1.46783 2.49038
O 1.07914 1.84436 0.46970
H 5.42405 3.83853 1.52180
H 3.49306 2.65000 0.51234
H 1.34738 2.95972 4.18684
H 3.24891 4.21436 5.20677
```

---

No. 3
Computed, not measured: a structure of composition C40H51ClIN11O4PdS3, with wB97M-V/def2-TZVPD.

gap between HOMO and LUMO (alpha / beta)	5.72 / 5.72	eV
charge	+2
lowest unoccupied orbital energy (alpha / beta)	-6.9 / -6.9	eV
highest occupied orbital energy (alpha / beta)	-12.61 / -12.61	eV
energy relative to the best compared isomer or geometry (same formula, charge and spin)	0.0	kcal/mol

```
112
C40H51ClIN11O4PdS3, DFT wB97M-V/def2-TZVPD
Pd 0.91475 -0.29176 -0.40372
I 3.57491 -0.05971 4.93224
C 1.94035 -0.74809 3.85322
C 0.94345 -1.51545 4.43959
C -0.12921 -1.90693 3.65793
C -0.17360 -1.52424 2.33047
N 0.79836 -0.80716 1.76275
C 1.84219 -0.43080 2.51080
H 1.00163 -1.79705 5.48245
H -0.93129 -2.50452 4.06801
H -1.01757 -1.79447 1.71317
H 2.62476 0.12186 2.01013
N 3.81567 -7.06955 -4.27033
C 3.29831 -6.25547 -3.31813
C 4.13515 -5.61064 -2.39162
C 3.60640 -4.77721 -1.43257
C 2.23194 -4.56162 -1.38371
C 1.38378 -5.20536 -2.28514
C 1.90847 -6.03424 -3.24538
S 1.55409 -3.60805 -0.10990
O 0.50340 -4.34014 0.53803
O 2.59215 -2.99647 0.66344
N 0.76649 -2.30980 -0.90759
C -0.57543 -2.20075 -0.76809
S -1.85267 -3.27186 -0.35730
C -2.90343 -1.89376 -0.21659
C -2.25214 -0.72849 -0.40014
N -0.94708 -0.92123 -0.81001
H 4.78472 -7.33114 -4.24181
H 3.21135 -7.63447 -4.83928
H 5.20204 -5.79200 -2.42038
H 4.25026 -4.30963 -0.69991
H 0.30961 -5.07365 -2.21932
H 1.25202 -6.54569 -3.93845
H -3.96080 -2.01936 -0.03494
H -2.68463 0.25949 -0.37479
C -3.27759 2.32448 4.76745
C -2.17697 2.40509 3.69791
C -0.86867 1.96186 4.37747
C -2.53205 1.36960 2.62195
C -2.04413 3.89341 3.20551
O -1.62227 4.67064 4.33865
C -3.33439 4.59780 2.69990
C -3.87519 4.48479 1.26698
C -4.64879 3.24175 0.90177
C -4.40174 2.59819 -0.30710
C -5.06868 1.43174 -0.65401
C -5.99366 0.89379 0.22524
Cl -6.78018 -0.60344 -0.17160
C -6.30441 1.54518 1.40829
C -5.63864 2.71826 1.72980
C -0.82062 4.19264 2.28922
N -0.50283 3.27543 1.19518
C 0.38827 2.29664 1.19848
N 0.28616 1.62313 0.05956
C -0.70206 2.26416 -0.63214
N -1.19414 3.27028 0.03598
H -3.35507 1.29320 5.11554
H -4.25865 2.60183 4.38375
H -3.04839 2.93654 5.64087
H -1.06682 1.07895 4.98801
H -0.46744 2.73636 5.02848
H -0.10031 1.66729 3.65991
H -2.48243 0.37806 3.08065
H -1.84853 1.36138 1.77282
H -3.54050 1.49939 2.23771
H -2.39097 4.89197 4.87626
H -3.11558 5.65749 2.85269
H -4.13375 4.36846 3.40697
H -3.07199 4.61959 0.54599
H -4.53814 5.34391 1.12924
H -3.67642 3.02082 -0.99115
H -4.88226 0.94393 -1.60263
H -7.06017 1.13810 2.06621
H -5.89718 3.22243 2.65380
H 0.05727 4.21653 2.93240
H -0.94217 5.18317 1.85551
H 1.07196 2.09881 2.00509
H -1.02230 1.97070 -1.62145
C 3.90705 -1.53229 -2.05724
N 4.26785 -0.13283 -1.91826
C 4.79966 0.48738 -3.12919
C 3.88654 0.57426 -0.84547
O 2.86590 0.28489 -0.12244
N 4.60330 1.64457 -0.45822
C 4.02351 2.61792 0.45525
C 6.04874 1.75320 -0.64418
H 4.77180 -2.06689 -2.45252
H 3.06074 -1.66930 -2.73483
H 3.67428 -1.93092 -1.07860
H 4.12334 0.25368 -3.95357
H 5.78935 0.09618 -3.36776
H 4.85297 1.56443 -3.02401
H 2.95168 2.68636 0.29266
H 4.46980 3.59041 0.25380
H 4.22139 2.35374 1.49741
H 6.45094 0.82743 -1.03891
H 6.50859 1.94233 0.32624
H 6.30327 2.57485 -1.31416
C -0.32213 -3.10023 -5.80166
C -0.70562 -1.90175 -4.99728
C -1.97252 -1.33156 -5.05493
C -2.21276 -0.21297 -4.27739
N -1.27902 0.31896 -3.49145
C -0.10351 -0.30301 -3.50127
S 1.19118 0.46763 -2.55682
N 0.23459 -1.37670 -4.19834
H -1.10337 -3.38060 -6.50478
H -0.12484 -3.93882 -5.13423
H 0.59999 -2.89886 -6.34632
H -2.74156 -1.73819 -5.69664
H -3.17713 0.28175 -4.28916
```